Record 1
Below is C31H30N5O7SSb2Se2Sn as an isolated structure at a distorted geometry, with properties calculated with the ωB97M-V functional and the def2-TZVPD basis.

```
79
Properties=species:S:1:pos:R:3:lowdin_charge:R:1
Sb 1.571 0.952 2.614 1.414
Sb 0.332 2.326 -1.394 1.436
Sn -0.004 -0.545 0.200 1.294
Se -0.353 -1.283 3.160 0.612
Se -1.980 -7.963 2.077 1.182
S 0.104 -0.373 -2.897 0.555
O 0.186 -1.533 -2.058 -0.392
O -2.862 1.724 -2.579 0.099
O 1.171 -1.129 2.496 -0.677
O -0.899 -2.688 2.810 -0.342
O 1.357 0.280 -3.120 -0.335
O -0.284 -0.953 4.662 -0.365
O -1.061 -0.140 2.270 -0.587
N -2.890 -6.630 1.388 -0.234
N 0.830 -2.761 0.290 -0.019
N -1.776 -2.120 0.090 0.013
N -0.456 -7.130 1.863 -0.236
N -0.875 0.698 -2.164 -0.353
C -2.463 -4.361 0.590 -0.066
C -4.092 -2.673 0.126 -0.004
C 1.466 5.793 2.076 -0.064
C -0.938 -0.717 -4.286 -0.192
C 2.120 -2.971 0.484 -0.103
C -2.054 0.090 -4.119 -0.130
C -0.676 -5.947 1.328 -0.319
C 2.200 4.836 -0.051 -0.294
C -1.464 -3.394 0.363 -0.155
C 2.908 3.770 0.681 -0.311
C 2.259 4.838 2.786 -0.074
C -1.924 -1.685 -6.207 -0.037
C -3.046 -1.757 0.009 -0.082
C -2.058 -5.658 1.069 -0.317
C -0.857 -1.630 -5.313 -0.013
C -3.097 0.061 -5.030 0.026
C 3.314 0.229 3.679 -0.277
C 2.602 -4.172 0.998 -0.001
C -2.007 0.938 -2.903 -0.522
C 1.427 5.778 0.730 -0.049
C 3.505 2.713 0.092 0.030
C 1.704 -5.180 1.292 0.049
C 2.310 5.015 -1.384 0.046
C 0.345 -4.979 1.031 -0.067
C -0.056 -3.727 0.527 -0.159
C 0.526 1.720 4.330 -0.278
C -0.677 3.764 -2.650 -0.281
C 2.938 3.884 2.122 -0.121
C -3.015 -0.834 -6.084 -0.032
C -3.801 -3.988 0.430 0.046
C -1.003 2.676 0.297 -0.295
H -0.276 4.740 -2.401 -0.007
H -1.751 3.737 -2.476 0.004
H -0.477 3.550 -3.696 0.018
H 3.879 -0.435 3.026 0.004
H -1.350 1.721 0.721 -0.041
H -0.438 3.227 1.053 -0.003
H 0.000 -2.276 -5.421 0.127
H 3.957 1.017 4.059 0.007
H 2.300 4.896 3.862 0.111
H 3.545 3.169 2.653 0.090
H 0.797 2.768 4.446 0.000
H -4.572 -4.733 0.559 0.128
H 0.916 6.530 2.642 0.111
H 3.656 -4.288 1.200 0.118
H -3.237 -0.692 -0.142 0.131
H 2.906 -0.358 4.501 0.015
H -3.932 0.728 -4.895 0.131
H 3.522 2.571 -0.978 0.051
H -3.808 -0.866 -6.814 0.118
H -1.861 3.263 -0.022 0.019
H 2.013 -6.111 1.743 0.128
H -1.891 -2.396 -7.016 0.117
H 0.784 1.144 5.214 0.015
H 4.062 2.009 0.695 0.065
H 2.962 4.428 -2.006 0.071
H 2.777 -2.124 0.264 0.134
H 0.844 6.508 0.188 0.117
H -5.117 -2.357 0.009 0.117
H -0.543 1.618 4.161 0.010
H 1.823 5.853 -1.852 0.073
```

The calculation puts the energy relative to the best compared isomer or geometry (same formula, charge and spin) at 304.1 kJ/mol. The HOMO energy comes out at -10.232 eV. The largest force on an atom is 0.0679 Eh/bohr. The value obtained for the total energy is -7895.25907 hartree. The charge is +1. The HOMO-LUMO gap is 0.260 hartree. The LUMO energy comes out at -0.116 Eh.



Record 2
Below is a 2-piece molecular cluster, C4H12S overall at a distorted geometry, with properties calculated with the ωB97M-V functional and the def2-TZVPD basis.

```
17
Properties=species:S:1:pos:R:3:lowdin_spin:R:1
S 0.924 2.411 -1.901 0.699
C -1.044 -1.754 1.447 0.000
C 1.470 1.000 -1.038 0.101
C 0.105 -2.715 1.104 0.000
C -0.629 2.975 -1.302 0.094
H -0.498 3.617 -0.410 0.038
H -0.959 3.597 -2.133 0.003
H -1.401 2.328 -0.876 0.012
H 1.039 -2.170 1.241 0.000
H 0.174 -3.712 1.516 0.000
H -0.902 -0.779 0.996 0.000
H 0.791 0.137 -1.086 0.028
H -1.986 -2.226 1.166 0.000
H 1.529 1.094 0.056 0.028
H -0.010 -2.870 0.020 0.000
H -1.090 -1.683 2.537 0.000
H 2.487 0.751 -1.338 -0.002
```

Its multiplicity is 2. The calculation puts the energy relative to the best compared isomer or geometry (same formula, charge and spin) at 56.6 kJ/mol. The HOMO energy (spin up / spin down) comes out at -14.335 / -14.335 eV. The largest force on an atom is 0.0432 Eh/bohr. Its expectation value of S² is 0.753. The value obtained for the total energy is -557.43236 hartree. The charge is +1. The HOMO-LUMO gap (spin up / spin down) is 0.408 / 0.212 hartree. The LUMO energy (spin up / spin down) comes out at -0.118 / -0.314 Eh.



Record 3
Below is C28H30MnN3O4 as an isolated structure, with properties calculated with the ωB97M-V functional and the def2-TZVPD basis.

```
66
Properties=species:S:1:pos:R:3:lowdin_spin:R:1
Mn -0.276 -0.472 -0.190 4.676
O -1.728 -3.988 1.565 0.008
O 1.797 -0.839 -0.148 0.044
O -0.587 -2.422 0.462 0.047
O -0.522 -0.045 -2.224 0.052
N -2.576 -0.313 -0.247 0.030
N -0.644 0.117 2.209 0.030
N 0.466 1.719 0.003 0.031
C -1.480 2.347 1.379 0.001
C -0.515 2.761 0.265 0.004
C -3.229 0.285 -1.162 0.007
C 5.223 -0.069 -0.934 0.001
C -0.950 1.519 -3.921 0.003
C -0.805 1.554 2.498 0.002
C 0.046 -5.983 0.673 0.000
C -1.737 -0.682 2.782 0.002
C 2.144 -6.511 -0.375 0.000
C 0.249 -4.632 0.415 0.001
C 4.082 -0.778 -0.664 0.003
C 5.218 1.335 -0.971 0.003
C 0.616 -0.368 2.779 0.003
C -2.678 0.987 -2.306 0.004
C -3.531 1.862 -2.993 0.000
C -1.339 0.770 -2.770 0.008
C -0.787 -3.612 0.854 0.009
C 4.030 1.982 -0.726 0.000
C 2.353 -5.161 -0.626 0.000
C -3.119 2.579 -4.093 0.003
C 2.831 -0.138 -0.415 0.006
C 1.408 -4.221 -0.236 0.000
C 1.667 2.101 -0.198 0.006
C -3.338 -1.008 0.782 0.002
C 0.987 -6.921 0.276 0.000
C -3.124 -0.459 2.192 0.000
C -1.804 2.392 -4.547 0.001
C 2.837 1.291 -0.456 0.003
H 6.122 1.890 -1.183 0.000
H 4.091 -1.861 -0.631 0.000
H -3.424 0.592 2.254 0.000
H 3.256 -4.838 -1.130 0.000
H -1.937 3.250 1.797 0.000
H -3.791 3.259 -4.600 0.000
H -4.328 0.297 -1.103 0.002
H -1.486 -1.734 2.642 0.000
H 0.632 -0.248 3.875 0.001
H -4.548 1.975 -2.628 0.000
H 1.559 -3.163 -0.416 0.000
H -1.084 2.950 -0.651 0.000
H 0.821 -7.974 0.474 0.000
H 1.451 0.179 2.343 0.000
H 3.996 3.067 -0.742 0.000
H -0.860 -6.273 1.189 0.000
H -1.456 2.943 -5.414 0.000
H -2.284 1.755 0.953 0.000
H 1.876 3.181 -0.168 0.002
H -3.815 -1.009 2.838 0.000
H 2.882 -7.242 -0.684 0.000
H -3.026 -2.054 0.782 0.000
H -4.410 -0.962 0.544 0.001
H -1.781 -0.485 3.867 0.001
H -0.006 3.697 0.537 0.001
H -1.363 1.674 3.438 0.001
H 0.740 -1.421 2.533 0.000
H 0.188 1.975 2.673 0.000
H 0.061 1.368 -4.279 0.000
H 6.149 -0.604 -1.120 0.000
```

Its multiplicity is 6. The HOMO energy (spin up / spin down) comes out at -4.510 / -4.730 eV. The largest force on an atom is 0.0016 Eh/bohr. Its expectation value of S² is 8.753. The value obtained for the total energy is -2701.40408 hartree. The charge is -1. The HOMO-LUMO gap (spin up / spin down) is 0.272 / 0.280 hartree. The LUMO energy (spin up / spin down) comes out at 0.107 / 0.106 Eh.



Record 4
Below is C24H45NP2ReSi as an isolated structure at a distorted geometry, with properties calculated with the ωB97M-V functional and the def2-TZVPD basis.

```
74
Properties=species:S:1:pos:R:3:lowdin_spin:R:1
Re -0.295 -0.943 1.119 2.366
P -0.114 -2.389 -2.824 -0.014
P 0.020 1.505 -3.125 -0.005
Si -1.568 0.819 3.466 0.016
N 0.040 0.512 2.749 0.145
C -0.676 -2.005 -0.707 0.070
C -1.949 -1.190 -0.807 0.054
C 0.484 1.770 -0.349 -0.020
C 1.442 -3.169 -3.390 0.000
C -1.252 -3.689 -3.455 -0.005
C -2.769 -0.087 2.371 0.025
C -1.767 0.341 -0.992 0.017
C 1.429 2.616 -3.590 0.000
C 0.407 0.148 -4.358 -0.001
C -1.921 2.648 3.422 0.001
C 3.633 0.655 3.622 -0.005
C 2.383 1.951 5.230 -0.005
C 2.464 0.353 2.914 0.050
C -0.354 -1.191 -4.257 -0.001
C -1.690 0.119 5.190 0.006
C 1.200 1.680 4.551 0.038
C 3.607 1.435 4.778 0.050
C 1.213 0.854 3.379 0.007
C 0.826 -1.504 -0.481 -0.021
C -0.790 1.193 -0.139 0.027
C 1.717 0.975 -0.633 0.003
C -1.370 2.397 -3.952 -0.001
C 1.440 -0.390 -1.323 0.010
C 0.185 -2.408 2.372 0.058
H 2.369 0.753 0.224 0.002
H -3.543 -0.437 3.072 0.002
H 0.498 -3.286 1.805 0.016
H 1.191 3.132 -4.541 0.000
H -2.780 0.768 -0.864 0.000
H -2.708 -1.369 -0.018 0.010
H -1.484 -0.961 5.198 0.000
H -1.280 -4.554 -2.773 0.000
H 4.522 1.632 5.340 0.002
H 2.373 -0.752 -1.799 0.001
H 4.582 0.256 3.250 -0.001
H 1.815 -3.874 -2.641 0.000
H 2.410 1.559 -1.270 0.000
H 0.988 -2.112 3.054 0.019
H 1.205 -3.717 -4.315 0.000
H -1.025 0.607 5.915 0.000
H -1.688 0.514 -2.076 0.002
H -1.244 3.241 4.051 0.000
H 2.228 -2.430 -3.604 0.000
H 2.375 2.057 -3.700 0.000
H 2.347 2.571 6.129 -0.001
H -1.713 3.207 -3.287 0.000
H 1.584 3.376 -2.808 0.000
H 0.139 0.582 -5.328 0.000
H 2.471 -0.281 2.026 0.007
H -2.219 1.713 -4.113 0.000
H 0.844 -0.212 -2.244 -0.001
H 1.496 -0.053 -4.348 0.000
H -2.722 0.266 5.546 0.001
H -0.859 -4.011 -4.440 -0.001
H -3.240 0.590 1.648 0.001
H -0.769 -3.106 -0.657 0.011
H -0.686 -2.666 2.995 0.024
H 0.254 2.087 4.923 0.002
H -1.431 1.723 0.612 0.003
H -1.873 3.032 2.394 0.000
H -2.942 2.803 3.801 0.000
H -2.377 -1.007 1.856 0.012
H 0.681 2.660 0.270 -0.001
H -1.001 2.808 -4.905 0.000
H -0.031 -1.815 -5.107 -0.001
H -2.272 -3.291 -3.577 0.000
H -1.438 -1.046 -4.351 0.000
H -2.479 -1.562 -1.706 0.014
H 1.456 -2.401 -0.421 0.010
```

Its multiplicity is 4. The calculation puts the energy relative to the best compared isomer or geometry (same formula, charge and spin) at 0.0 kJ/mol. The HOMO energy (spin up / spin down) comes out at -12.449 / -12.267 eV. The largest force on an atom is 0.1384 Eh/bohr. Its expectation value of S² is 3.805. The value obtained for the total energy is -2045.91338 hartree. The charge is +2. The HOMO-LUMO gap (spin up / spin down) is 0.161 / 0.161 hartree. The LUMO energy (spin up / spin down) comes out at -0.297 / -0.290 Eh.